# 1
The following is a DFT calculation (ωB97M-V/def2-TZVPD) of a structure of composition C31H56BMoN6OS in a non-equilibrium geometry.

Its spin multiplicity is 3. The expectation value of S² is 2.03. Its net charge is +3.

CARTESIAN COORDINATES (ANGSTROEM)
Mo: -0.186 0.599 -1.069
S: -1.160 3.993 -0.915
O: -0.831 2.481 -1.251
N: -1.397 -0.929 -1.011
N: 1.237 -1.866 -0.262
N: 1.305 -0.763 -1.088
N: -1.300 -1.952 -0.086
N: 0.068 -0.682 1.607
N: 0.107 0.558 0.992
C: -2.495 -3.910 1.964
C: -2.715 -0.347 -3.064
C: -3.005 -2.381 -1.472
C: -0.671 3.716 2.328
C: 1.848 -4.975 0.314
C: 2.524 -0.768 -1.713
C: 0.513 2.955 1.718
C: 0.241 -1.621 3.943
C: -1.817 -5.256 -0.106
C: -1.060 -1.532 4.753
C: 2.006 1.504 -2.667
C: 2.795 -3.777 0.387
C: 0.262 -0.519 2.925
C: -2.430 -1.238 -1.902
C: 0.353 1.484 1.958
C: 1.466 -1.531 4.859
C: 4.348 0.892 -1.983
C: 0.449 0.841 3.168
C: 3.114 -3.389 1.837
C: 3.194 -1.894 -1.315
C: 0.141 4.905 -1.733
C: -2.428 4.119 -3.426
C: -0.081 6.404 -1.524
C: 3.021 0.369 -2.550
C: -2.596 4.323 -1.931
C: 1.848 3.449 2.292
C: -3.655 0.800 -2.671
C: -2.281 -2.819 -0.327
C: -2.607 -4.059 0.446
C: -1.394 0.117 -3.685
C: 2.378 -2.561 -0.395
B: 0.040 -1.968 0.750
H: 4.765 1.648 -2.648
H: -1.099 -2.347 5.476
H: -2.153 -6.161 0.398
H: -1.553 0.815 -4.507
H: -0.659 3.594 3.412
H: -2.854 5.353 -1.660
H: 1.833 3.422 3.382
H: -1.944 -1.596 4.118
H: -4.608 0.407 -2.321
H: -3.366 3.689 -1.489
H: 3.733 -4.073 -0.087
H: 1.053 4.550 -1.249
H: 4.180 -2.206 -1.619
H: 2.401 -1.485 4.299
H: 3.533 -4.248 2.358
H: 1.273 1.364 -3.462
H: -1.634 3.353 1.966
H: -1.974 -5.390 -1.177
H: 1.506 1.679 -1.692
H: 0.130 -2.950 1.393
H: -3.850 1.441 -3.531
H: -0.774 -0.710 -4.025
H: -0.990 6.758 -2.010
H: -0.122 6.665 -0.466
H: 1.010 -4.860 1.000
H: -3.223 -0.948 -3.819
H: -0.752 -5.136 0.079
H: 0.550 3.123 0.637
H: -1.105 -0.592 5.307
H: 2.389 -5.871 0.617
H: -1.949 3.167 -3.657
H: 2.500 2.461 -2.836
H: 3.203 -0.011 -3.558
H: -0.782 0.719 -2.977
H: 0.152 4.613 -2.783
H: 5.082 0.094 -1.883
H: -3.234 1.409 -1.868
H: 0.257 -2.580 3.427
H: 1.408 -0.648 5.499
H: -3.417 4.117 -3.884
H: 0.756 6.938 -1.972
H: -3.030 -4.734 2.436
H: 4.199 1.339 -0.996
H: -3.658 -4.237 0.207
H: -2.944 -2.980 2.317
H: 2.023 4.484 1.995
H: 1.469 -5.145 -0.695
H: -3.844 -2.896 -1.915
H: -0.599 4.785 2.117
H: 2.690 2.845 1.950
H: -1.462 -3.957 2.301
H: -1.861 4.924 -3.891
H: 1.502 -2.404 5.509
H: 3.838 -2.575 1.893
H: 2.206 -3.089 2.366
H: 0.646 1.300 4.124

The computed Mulliken charges, all in e, follow:
1. Mo -0.201
2. S 0.443
3. O -0.755
4. N 0.555
5. N 0.104
6. N 0.682
7. N 0.380
8. N 0.307
9. N -0.016
10. C -1.475
11. C -0.206
12. C -1.380
13. C -1.467
14. C -1.463
15. C -0.802
16. C 2.264
17. C 1.033
18. C -1.597
19. C -1.562
20. C -0.873
21. C 0.197
22. C -0.205
23. C -0.160
24. C -0.492
25. C -1.688
26. C -1.481
27. C -0.687
28. C -1.311
29. C -1.658
30. C -0.367
31. C -1.150
32. C -1.325
33. C 0.811
34. C -0.600
35. C -1.707
36. C -0.999
37. C 0.669
38. C 0.232
39. C -0.824
40. C 0.547
41. B 1.954
42. H 0.451
43. H 0.439
44. H 0.453
45. H 0.536
46. H 0.402
47. H 0.643
48. H 0.368
49. H 0.362
50. H 0.464
51. H 0.446
52. H 0.666
53. H 0.341
54. H 0.578
55. H 0.324
56. H 0.485
57. H 0.076
58. H 0.362
59. H 0.415
60. H 0.459
61. H -0.880
62. H 0.469
63. H 0.540
64. H 0.366
65. H 0.350
66. H 0.101
67. H 0.514
68. H 0.210
69. H -1.192
70. H 0.364
71. H 0.513
72. H 0.214
73. H 0.536
74. H 0.427
75. H 0.320
76. H 0.489
77. H 0.412
78. H -0.070
79. H -0.192
80. H 0.450
81. H 0.425
82. H 0.412
83. H 0.503
84. H 0.336
85. H 0.642
86. H 0.354
87. H 0.488
88. H 0.379
89. H 0.628
90. H 0.446
91. H 0.360
92. H 0.101
93. H 0.379
94. H 0.429
95. H 0.416
96. H 0.090
97. H 0.668

# 2
The following is a DFT calculation (ωB97M-V/def2-TZVPD) of a structure of composition C31H40NOPS2SiTi in a non-equilibrium geometry.

Its spin multiplicity is 3. The expectation value of S² is 2.02.

CARTESIAN COORDINATES (ANGSTROEM)
Ti: -0.632 -0.122 0.252
S: -0.936 2.459 0.360
S: 1.827 0.631 0.689
P: 0.540 -2.350 -0.094
Si: -3.027 -0.945 0.161
O: -0.799 1.507 -0.809
N: -0.198 -0.130 2.123
C: -6.514 2.143 1.059
C: -0.278 -2.828 -1.688
C: -3.586 5.721 -1.420
C: 2.913 -1.850 -1.596
C: 1.078 0.349 2.204
C: 0.540 3.478 0.439
C: 1.684 0.595 3.433
C: -4.199 1.634 0.762
C: -2.258 3.745 -1.705
C: 0.203 -3.844 0.962
C: 2.524 5.350 0.769
C: 1.104 4.067 -0.682
C: -3.668 -1.284 -1.657
C: 0.947 3.821 1.721
C: 0.429 -3.507 2.433
C: -5.202 2.566 0.955
C: -5.782 -0.130 0.782
C: -3.555 -2.561 1.124
C: -0.893 -0.316 3.266
C: 2.325 -2.708 -0.485
C: -3.255 5.757 -0.072
C: -6.797 0.787 0.990
C: -1.936 3.788 -0.359
C: 1.948 4.756 1.883
C: -0.352 -0.067 4.507
C: -4.456 0.275 0.657
C: -2.431 4.788 0.467
C: -0.386 -1.596 -2.586
C: -3.079 4.721 -2.236
C: 0.968 0.387 4.599
C: 2.105 5.002 -0.507
H: -4.113 -3.237 0.483
H: 0.560 -1.392 -3.083
H: 3.297 6.093 0.895
H: 3.996 -1.954 -1.610
H: -0.648 -0.714 -1.965
H: -3.654 6.540 0.557
H: -0.936 -0.239 5.398
H: -4.958 3.619 1.006
H: -7.310 2.864 1.190
H: 2.878 -2.537 0.442
H: -3.284 -2.211 -2.076
H: -2.165 4.797 1.515
H: -1.868 2.938 -2.312
H: -6.029 -1.178 0.707
H: -4.754 -1.330 -1.689
H: 2.672 -0.800 -1.431
H: -4.184 -2.318 1.976
H: -1.910 -0.688 3.143
H: -3.335 4.701 -3.286
H: 2.404 -3.768 -0.750
H: 2.703 0.946 3.445
H: -7.820 0.451 1.082
H: 0.861 -4.661 0.651
H: -1.279 -3.185 -1.422
H: 0.484 3.332 2.568
H: -0.368 -2.861 2.802
H: -3.175 1.978 0.676
H: 0.456 -4.410 3.039
H: -1.154 -1.734 -3.347
H: 2.535 -2.155 -2.569
H: -3.373 -0.476 -2.326
H: 2.269 5.031 2.875
H: 1.417 0.574 5.562
H: -2.698 -3.111 1.505
H: 1.373 -2.978 2.562
H: -4.242 6.472 -1.835
H: 0.764 3.782 -1.666
H: -0.833 -4.150 0.796
H: 2.551 5.476 -1.367
H: 0.261 -3.636 -2.192

The computed Mulliken charges, all in e, follow:
1. Ti 0.209
2. S 0.460
3. S -0.594
4. P 0.639
5. Si 1.910
6. O -0.995
7. N 0.696
8. C -0.635
9. C -0.829
10. C -0.432
11. C -1.159
12. C 0.611
13. C 0.306
14. C -1.073
15. C 0.349
16. C -0.382
17. C -0.893
18. C -0.454
19. C -0.407
20. C -1.664
21. C -0.131
22. C -1.036
23. C -0.559
24. C -0.476
25. C -1.611
26. C -0.685
27. C -0.595
28. C -0.697
29. C -0.712
30. C 0.399
31. C -0.830
32. C -0.937
33. C 0.065
34. C -0.317
35. C -0.572
36. C -0.791
37. C -0.370
38. C -0.877
39. H 0.467
40. H 0.241
41. H 0.420
42. H 0.393
43. H -0.223
44. H 0.417
45. H 0.485
46. H 0.385
47. H 0.364
48. H 0.336
49. H 0.405
50. H 0.468
51. H 0.445
52. H 0.385
53. H 0.522
54. H 0.181
55. H 0.509
56. H 0.393
57. H 0.425
58. H 0.502
59. H 0.522
60. H 0.391
61. H 0.532
62. H 0.370
63. H 0.455
64. H 0.110
65. H -0.122
66. H 0.442
67. H 0.435
68. H 0.278
69. H 0.302
70. H 0.444
71. H 0.443
72. H 0.285
73. H 0.298
74. H 0.414
75. H 0.465
76. H 0.520
77. H 0.427
78. H 0.536

# 3
The following is a DFT calculation (ωB97M-V/def2-TZVPD) of a cluster of 3 separate species, C2H10N4O in total in a non-equilibrium geometry.

CARTESIAN COORDINATES (ANGSTROEM)
O: -1.191 0.422 -0.818
N: 0.403 -0.428 0.862
N: 1.157 1.643 -0.690
N: 0.823 0.547 -0.962
N: 0.178 0.485 1.887
C: 1.218 -1.571 1.204
C: -1.765 0.209 -2.065
H: -1.456 0.980 -2.793
H: 1.030 0.997 2.126
H: 0.759 -2.161 2.003
H: -0.558 1.120 1.586
H: 2.209 -1.247 1.536
H: 0.705 2.258 0.015
H: -0.486 -0.550 0.318
H: -1.492 -0.762 -2.512
H: -2.865 0.240 -2.005
H: 1.329 -2.183 0.309

The computed Mulliken charges, all in e, follow:
1. O -0.650
2. N 0.228
3. N -0.327
4. N 0.284
5. N -0.723
6. C -0.869
7. C -0.672
8. H 0.225
9. H 0.245
10. H 0.295
11. H 0.267
12. H 0.241
13. H 0.292
14. H 0.343
15. H 0.251
16. H 0.232
17. H 0.339

Short version: energy above the lowest of the compared OMol25 structures with the same formula, charge and spin = 0.1095 1.6303 6.5426 eV, in the order given.